No. 1
C41H50B2CdF4N14OS3 | ωB97M-V with the def2-TZVPD basis set

Structure (XYZ):
```
116
Properties=species:S:1:pos:R:3:lowdin_charge:R:1
Cd -0.910 0.860 -0.098 1.261
C 0.430 -3.415 4.270 -0.051
C 0.083 -4.063 2.926 -0.557
C 1.064 -3.648 1.830 -0.042
C 0.128 -5.583 3.094 -0.049
N -1.256 -3.626 2.532 -0.004
C -2.323 -4.455 2.282 -0.041
C -3.392 -3.675 2.028 -0.059
N -3.009 -2.364 2.114 0.016
B -4.058 -1.247 1.987 -0.613
N -3.561 0.067 2.640 0.012
C -3.463 0.119 4.001 -0.079
C -3.076 1.362 4.352 -0.051
N -2.941 2.099 3.199 0.005
C -3.223 1.275 2.157 -0.676
S -3.240 1.671 0.494 0.679
C -2.495 3.499 3.270 -0.540
C -2.417 4.188 1.914 -0.094
C -1.105 3.492 3.920 -0.015
C -3.506 4.275 4.123 -0.026
N -4.504 -1.069 0.531 0.011
C -5.781 -0.678 0.236 -0.066
C -5.902 -0.572 -1.102 -0.043
N -4.689 -0.897 -1.657 0.002
C -3.836 -1.187 -0.635 -0.730
S -2.229 -1.680 -0.779 0.639
C -4.375 -0.829 -3.087 -0.549
C -3.997 -2.233 -3.568 -0.041
C -5.592 -0.339 -3.873 -0.047
C -3.221 0.154 -3.296 -0.052
C -1.691 -2.339 2.393 -0.701
S -0.750 -0.948 2.530 0.672
H 1.404 -3.754 4.608 0.085
H -0.312 -3.686 5.018 0.092
H 0.451 -2.334 4.170 0.012
H 2.074 -3.954 2.094 0.092
H 1.032 -2.570 1.714 0.001
H 0.785 -4.117 0.887 0.090
H 1.124 -5.859 3.434 0.089
H -0.063 -6.097 2.156 0.085
H -0.585 -5.917 3.845 0.087
H -2.247 -5.521 2.300 0.109
H -4.403 -3.935 1.798 0.123
H -5.013 -1.594 2.619 0.126
H -3.670 -0.739 4.607 0.130
H -2.892 1.763 5.326 0.120
H -1.734 3.682 1.243 0.019
H -2.047 5.201 2.057 0.096
H -3.392 4.243 1.441 0.067
H -0.487 2.727 3.453 0.077
H -1.165 3.287 4.986 0.078
H -0.627 4.458 3.782 0.091
H -4.485 4.245 3.649 0.093
H -3.191 5.313 4.197 0.091
H -3.595 3.872 5.128 0.072
H -6.503 -0.505 1.004 0.121
H -6.751 -0.291 -1.684 0.110
H -4.846 -2.905 -3.452 0.088
H -3.163 -2.609 -2.982 0.024
H -3.711 -2.211 -4.617 0.087
H -6.433 -1.022 -3.775 0.084
H -5.327 -0.286 -4.926 0.091
H -5.889 0.654 -3.547 0.089
H -2.313 -0.251 -2.861 0.000
H -3.436 1.107 -2.815 0.093
H -3.056 0.322 -4.357 0.093
C 1.546 -2.073 -4.377 -0.077
N 0.864 -1.039 -3.655 -0.129
C 0.587 -0.957 -2.351 -0.182
N 0.021 0.203 -2.097 -0.024
C -0.016 0.820 -3.300 -0.198
N 0.489 0.091 -4.259 0.151
C 2.912 -1.599 -4.813 -0.196
C 3.361 -1.857 -6.100 -0.031
C 4.605 -1.408 -6.514 -0.058
C 5.407 -0.689 -5.651 -0.011
C 4.957 -0.415 -4.360 -0.131
C 3.712 -0.875 -3.942 0.041
C 5.790 0.364 -3.473 -0.277
N 6.986 0.816 -3.722 0.105
N 7.388 1.495 -2.643 0.107
C 6.426 1.438 -1.769 -0.274
O 5.378 0.721 -2.237 0.148
C 6.395 2.024 -0.448 -0.130
C 7.434 2.831 0.006 -0.012
C 7.364 3.369 1.278 -0.063
C 6.279 3.102 2.096 -0.037
C 5.243 2.287 1.651 -0.180
C 4.098 1.963 2.588 -0.071
N 3.006 1.319 1.919 -0.119
C 1.807 1.812 1.594 -0.108
N 1.130 0.907 0.918 -0.031
C 1.975 -0.141 0.847 -0.250
N 3.113 0.071 1.449 0.126
C 5.304 1.757 0.375 0.041
H 0.949 -2.332 -5.256 0.132
H 1.622 -2.947 -3.722 0.140
H 0.769 -1.745 -1.647 0.119
H -0.419 1.799 -3.451 0.121
H 2.729 -2.405 -6.783 0.112
H 4.938 -1.608 -7.521 0.108
H 6.375 -0.319 -5.950 0.114
H 3.372 -0.645 -2.942 0.122
H 8.271 3.025 -0.643 0.114
H 8.163 3.997 1.641 0.107
H 6.234 3.524 3.089 0.114
H 3.726 2.873 3.066 0.139
H 4.464 1.282 3.366 0.142
H 1.473 2.800 1.832 0.132
H 1.742 -1.060 0.352 0.085
H 4.523 1.115 -0.002 0.106
F 0.130 3.589 0.239 0.067
B 0.177 3.511 -1.158 -1.390
F 0.412 4.720 -1.716 0.183
F 1.163 2.578 -1.468 0.097
F -1.073 2.983 -1.564 0.025
```

The spin multiplicity is 1. The calculation puts the frontier orbital gap at 7.155 eV. Its LUMO energy is -0.04 eV.

---

No. 2
C41H50ClF9O29 | ωB97M-V with the def2-TZVPD basis set

Structure (XYZ):
```
130
Properties=species:S:1:pos:R:3:lowdin_charge:R:1
C 4.014 -0.975 1.419 0.114
C 3.175 -1.278 0.620 0.003
C 2.270 -1.398 -0.631 -0.463
O 2.348 -2.365 -1.321 0.160
O 1.421 -0.328 -0.920 -0.055
C 2.256 0.685 -1.609 -0.246
C 1.616 1.220 -2.932 -0.121
C 0.126 1.719 -2.859 -0.167
C -0.966 0.573 -2.667 -0.162
C -1.862 1.012 -1.409 -0.192
C -2.574 -0.185 -0.673 -0.198
C -1.556 -1.239 -0.067 -0.232
C -0.809 -0.683 1.221 -0.091
C 2.714 1.747 -0.535 -0.167
C 2.159 3.205 -0.677 -0.625
C 0.879 3.433 0.252 -0.139
Cl 3.463 4.314 0.057 0.536
H 4.657 -0.575 2.230 0.074
H 3.189 0.118 -1.918 0.147
H 2.320 1.989 -3.372 0.132
H 1.634 0.357 -3.669 0.120
H -0.095 2.190 -3.865 0.098
H -0.081 2.517 -2.102 0.086
H -0.491 -0.431 -2.532 0.098
H -1.671 0.508 -3.541 0.095
H -1.235 1.534 -0.624 0.078
H -2.577 1.785 -1.819 0.117
H -3.365 -0.677 -1.309 0.112
H -3.097 0.267 0.228 0.103
H -0.863 -1.664 -0.836 0.091
H -2.186 -2.102 0.309 0.101
H -0.181 0.219 0.969 0.051
H -0.091 -1.496 1.551 0.067
H -1.559 -0.428 2.012 0.063
H 2.367 1.365 0.472 0.121
H 3.841 1.756 -0.458 0.092
H 2.023 3.591 -1.714 0.090
H 0.388 2.447 0.489 0.053
H 0.132 4.121 -0.247 0.087
H 1.188 3.878 1.232 0.061
O -4.111 -1.112 3.131 0.157
C -3.435 -1.089 4.110 -0.552
O -3.320 -0.014 4.933 0.078
C -2.537 -0.433 6.050 -0.046
C -1.772 -1.593 5.488 -0.315
F -1.525 -2.526 6.436 0.080
O -2.674 -2.137 4.541 0.124
H -3.200 -0.722 6.868 0.118
H -1.885 0.369 6.394 0.149
H -0.837 -1.319 4.990 0.174
O -3.203 -2.307 9.032 0.180
C -4.382 -2.165 9.014 -0.535
O -5.255 -2.910 9.744 0.082
C -6.548 -2.346 9.546 -0.059
C -6.389 -1.640 8.233 -0.313
F -7.169 -0.534 8.177 0.080
O -5.031 -1.236 8.248 0.114
H -6.775 -1.661 10.366 0.148
H -7.312 -3.121 9.514 0.145
H -6.576 -2.268 7.358 0.169
O -1.514 1.417 -5.603 0.125
C -0.641 0.831 -6.165 -0.532
O 0.555 1.383 -6.498 0.073
C 1.362 0.332 -7.026 -0.055
C 0.333 -0.658 -7.483 -0.314
F 0.790 -1.927 -7.368 0.085
O -0.722 -0.470 -6.557 0.152
H 2.005 -0.065 -6.236 0.142
H 1.990 0.689 -7.841 0.145
H -0.036 -0.490 -8.498 0.178
O -3.898 4.445 -10.465 0.177
C -3.691 4.307 -9.304 -0.541
O -2.836 3.384 -8.782 0.072
C -2.769 3.630 -7.379 -0.064
C -4.061 4.343 -7.118 -0.316
F -3.931 5.239 -6.108 0.075
O -4.285 5.049 -8.323 0.136
H -1.895 4.249 -7.161 0.152
H -2.686 2.698 -6.820 0.111
H -4.908 3.683 -6.916 0.176
O -1.809 -5.484 -0.238 0.183
C -1.135 -5.468 0.739 -0.536
O -1.017 -4.394 1.570 0.054
C -0.236 -4.818 2.683 -0.066
C 0.525 -5.980 2.115 -0.321
F 0.769 -6.916 3.065 0.076
O -0.376 -6.519 1.169 0.139
H -0.898 -5.109 3.502 0.147
H 0.420 -4.019 3.029 0.138
H 1.459 -5.707 1.618 0.176
O -9.078 -5.814 2.661 0.181
C -8.106 -5.180 2.911 -0.539
O -7.396 -4.469 1.993 0.079
C -6.397 -3.749 2.711 -0.065
C -6.254 -4.564 3.962 -0.317
F -5.931 -3.779 5.025 0.062
O -7.555 -5.077 4.159 0.132
H -6.750 -2.735 2.909 0.146
H -5.469 -3.692 2.142 0.142
H -5.542 -5.389 3.884 0.177
O -0.692 2.443 3.294 0.160
C -1.641 3.112 3.030 -0.544
O -2.463 2.889 1.970 0.059
C -3.541 3.813 2.082 -0.056
C -2.941 4.902 2.923 -0.319
F -3.877 5.491 3.704 0.078
O -2.034 4.200 3.752 0.140
H -4.388 3.325 2.570 0.149
H -3.858 4.168 1.102 0.144
H -2.402 5.665 2.355 0.176
O 7.017 0.674 -3.964 0.167
C 7.221 0.527 -2.800 -0.542
O 8.063 -0.407 -2.284 0.067
C 8.129 -0.170 -0.878 -0.051
C 6.843 0.555 -0.618 -0.325
F 6.979 1.442 0.397 0.077
O 6.631 1.271 -1.819 0.132
H 9.005 0.438 -0.652 0.113
H 8.201 -1.106 -0.325 0.151
H 5.988 -0.099 -0.425 0.150
O 11.259 0.624 -0.284 0.172
C 11.401 0.972 -1.413 -0.533
O 10.695 0.466 -2.463 0.057
C 11.059 1.232 -3.610 -0.049
C 12.404 1.769 -3.220 -0.318
F 12.624 2.986 -3.771 0.081
O 12.293 1.919 -1.818 0.147
H 10.320 2.021 -3.769 0.151
H 11.101 0.607 -4.501 0.147
H 13.240 1.103 -3.452 0.177
```

The spin multiplicity is 1. As for the SMILES: C#CC(=O)O[C@@H](CCCCCCC)C[C@@H](C)Cl.O=C1OC[C@@H](F)O1.O=C1OC[C@@H](F)O1.O=C1OC[C@@H](F)O1.O=C1OC[C@@H](F)O1.O=C1OC[C@@H](F)O1.O=C1OC[C@@H](F)O1.O=C1OC[C@@H](F)O1.O=C1OC[C@@H](F)O1.O=C1OC[C@@H](F)O1. The calculation puts the frontier orbital gap at 10.396 eV. Its LUMO energy is 0.00 eV.

---

No. 3
C41H51BN11PRe | ωB97M-V with the def2-TZVPD basis set

Structure (XYZ):
```
106
Properties=species:S:1:pos:R:3:mulliken_spin:R:1
Re 0.060 0.122 0.478 0.717
C 0.987 -3.838 -1.070 -0.008
C 0.757 -2.900 -0.062 0.046
N 0.581 -1.677 -0.565 -0.083
N 0.685 -1.808 -1.911 0.003
C 0.938 -3.100 -2.230 0.034
B 0.338 -0.696 -2.925 0.010
N -1.642 0.973 -2.326 -0.012
C -2.501 1.894 -2.832 0.000
C -2.706 2.848 -1.873 -0.004
C -1.936 2.420 -0.790 -0.010
N -1.303 1.273 -1.044 0.056
N 2.696 0.093 -2.372 0.003
C 3.638 0.118 -3.481 0.000
C 4.715 0.763 -3.080 0.000
C 4.450 1.159 -1.689 0.000
N 3.312 0.784 -1.253 0.000
H 1.162 -4.898 -0.964 0.000
H 0.680 -3.066 0.996 0.004
H 1.031 -3.404 -3.263 0.001
H 0.665 -1.169 -3.997 0.000
H -2.904 1.800 -3.829 0.000
H -3.322 3.731 -1.943 0.000
H -1.844 2.906 0.165 -0.001
H 3.382 -0.370 -4.411 0.000
H 5.611 0.962 -3.651 0.000
H 5.117 1.711 -1.032 0.000
C 1.275 1.705 -3.714 -0.001
C 1.252 0.633 -2.639 0.026
C -1.323 -0.323 -2.978 0.008
C -1.540 -0.183 -4.444 -0.003
C -2.374 -0.974 -5.114 -0.002
C -3.248 -1.878 -4.398 -0.003
C -3.238 -2.065 -3.056 0.006
C -4.347 -2.883 -2.420 0.001
C -5.327 -2.017 -1.612 0.000
C -2.221 -1.367 -2.298 0.002
N -2.007 -1.402 -1.025 -0.006
C -2.463 -2.212 -0.061 -0.030
C -2.201 -1.921 1.246 0.078
C -2.809 -2.552 2.381 -0.005
C -2.380 -1.870 3.472 0.001
C -1.474 -0.873 2.992 0.003
N -1.353 -0.871 1.678 0.062
H 2.018 2.481 -3.517 0.000
H 0.302 2.196 -3.727 0.000
H 1.457 1.286 -4.707 0.000
H 1.016 1.122 -1.695 0.021
H 2.551 -0.887 -2.071 0.001
H -0.933 0.547 -4.968 -0.001
H -2.443 -0.912 -6.193 0.000
H -3.989 -2.422 -4.976 0.000
H -3.958 -3.694 -1.807 0.000
H -4.893 -3.370 -3.227 0.000
H -4.834 -1.482 -0.797 0.001
H -6.116 -2.633 -1.179 0.000
H -5.796 -1.276 -2.262 0.000
H -2.986 -3.144 -0.262 0.002
H -3.509 -3.376 2.351 0.000
H -2.651 -2.043 4.504 0.000
H -0.874 -0.209 3.598 0.003
C -1.226 3.650 2.785 -0.009
C -1.070 2.359 2.325 0.015
N -0.110 2.019 1.447 0.047
C 0.725 2.984 1.023 -0.015
C 0.629 4.311 1.412 -0.008
C -0.385 4.640 2.308 0.015
C 1.436 5.400 0.810 -0.007
C 2.735 5.520 0.540 0.001
C 3.888 4.674 0.903 0.001
C 5.153 5.064 0.476 0.000
C 6.230 4.290 0.864 0.000
N 6.087 3.217 1.644 0.000
C 4.840 2.944 2.021 0.000
N 3.731 3.593 1.676 0.000
H -2.022 3.878 3.483 0.000
H -1.756 1.580 2.614 -0.001
H 1.488 2.680 0.315 -0.015
H -0.511 5.669 2.627 -0.001
H 0.829 6.259 0.535 0.000
H 3.024 6.436 0.035 0.000
H 5.289 5.951 -0.130 0.000
H 7.242 4.536 0.555 0.000
H 4.719 2.106 2.700 0.000
C 3.649 -2.032 0.582 -0.001
C 3.448 -0.858 1.537 0.002
P 1.746 -0.551 2.153 0.077
C 2.067 0.866 3.289 -0.001
C 3.151 0.798 4.376 0.000
C 1.393 -2.058 3.174 0.007
C 1.607 -1.983 4.687 0.001
H 4.700 -2.095 0.293 0.000
H 3.053 -1.921 -0.327 0.000
H 3.385 -2.990 1.033 0.000
H 3.740 0.064 1.036 -0.005
H 4.095 -0.979 2.409 0.000
H 1.110 1.141 3.736 -0.003
H 2.309 1.679 2.600 -0.018
H 2.765 0.399 5.311 0.000
H 3.519 1.804 4.581 0.000
H 4.014 0.194 4.092 0.000
H 2.022 -2.850 2.764 0.000
H 0.359 -2.343 2.981 -0.001
H 2.655 -1.840 4.947 0.000
H 1.282 -2.919 5.144 0.000
H 1.026 -1.178 5.141 0.000
```

The spin multiplicity is 2. Its net charge is +2. The calculation puts the frontier orbital gap (alpha / beta) at 5.896 / 5.476 eV. Its LUMO energy (alpha / beta) is -5.98 / -6.02 eV.